# 1
Here is a molecular structure, C22H21N5O2Os from the OMol25 dataset. Energies are from ωB97M-V with the def2-TZVPD basis set.

HOMO-LUMO gap (spin up / spin down) = 5.90 / 6.79 eV
⟨S²⟩ = 6.04
Spin multiplicity = 5

Atoms and positions in Å:
Os 0.0199 0.2105 0.6644
O 2.6894 3.3620 0.6086
C 2.0748 2.3109 0.7190
N 0.7443 2.0892 0.6300
C -0.2283 3.1099 0.4311
C 0.0434 4.4694 0.3611
C -1.0047 5.3666 0.1949
C -2.3078 4.9115 0.0979
C -2.5892 3.5518 0.1657
C -1.5498 2.6465 0.3344
N -1.7033 1.2330 0.4599
C -2.9061 0.6082 0.4900
O -4.0150 1.0755 0.2794
C -2.7857 -0.8410 0.9064
C -3.8880 -1.6781 0.8430
C -3.7381 -2.9993 1.2184
C -2.4919 -3.4437 1.6453
C -1.4427 -2.5478 1.6730
N -1.5931 -1.2686 1.3224
C 2.8367 1.0365 1.0069
C 4.2208 1.0424 1.0424
C 4.8833 -0.1438 1.2932
C 4.1446 -1.3039 1.4975
C 2.7691 -1.2348 1.4298
N 2.1311 -0.0824 1.2012
H 1.0617 4.8120 0.4319
H -0.7905 6.4260 0.1380
H -3.1219 5.6124 -0.0349
H -3.6004 3.1926 0.0837
H -4.8237 -1.2631 0.4962
H -4.5775 -3.6811 1.1757
H -2.3308 -4.4688 1.9485
H -0.4494 -2.8491 1.9791
H 4.7277 1.9807 0.8681
H 5.9647 -0.1723 1.3228
H 4.6240 -2.2523 1.6955
H 2.1468 -2.1112 1.5485
C 1.4648 -0.9360 -2.7674
C 0.4608 -1.7406 -1.9363
C -0.9194 -1.7224 -2.6021
C 0.9464 -3.1853 -1.7839
N 0.3422 -1.1293 -0.6415
H 1.6199 -1.3983 -3.7457
H 2.4264 -0.8871 -2.2514
H 1.1036 0.0830 -2.9149
H -0.8859 -2.2174 -3.5759
H -1.2593 -0.6950 -2.7436
H -1.6476 -2.2414 -1.9744
H 1.0400 -3.6678 -2.7590
H 0.2418 -3.7604 -1.1793
H 1.9222 -3.2077 -1.2935

Cartesian forces (eV/Å) of the 6 atoms listed first:
Os 0.46 0.10 0.44
O 0.01 0.03 -0.02
C 0.08 -0.10 0.08
N -0.15 0.34 0.09
C 0.30 -0.22 0.05
C -0.03 0.10 -0.04

=====

# 2
Here is a molecular structure, C22H22AgF12N3O4P at a distorted geometry from the OMol25 dataset. Energies are from ωB97M-V with the def2-TZVPD basis set.

HOMO-LUMO gap = 7.24 eV
Net charge = -1

Atoms and positions in Å:
Ag 10.6090 9.5819 7.8328
C 14.3194 12.8104 10.8144
C 13.1659 12.5018 9.9067
C 11.8255 12.3710 10.4378
C 10.7233 12.2260 9.5807
C 10.9344 12.2133 8.1520
N 9.8796 11.7495 7.3379
C 8.6200 12.2696 7.6024
C 8.4761 13.5441 8.1881
C 7.2581 14.1613 8.4328
C 6.0657 13.4840 8.0748
C 4.7142 14.0393 8.3952
C 6.1733 12.2903 7.3946
C 7.3645 11.6802 7.1215
C 7.3444 10.3234 6.3407
O 8.2632 9.4707 6.9352
C 7.6638 10.5250 4.8250
F 6.9014 11.4495 4.2529
F 7.5088 9.3262 4.1449
F 8.9821 10.8651 4.7066
C 5.9534 9.6447 6.3911
F 5.5875 9.5077 7.6929
F 6.0924 8.3455 5.9896
F 4.9622 10.1773 5.6871
C 12.2263 12.4395 7.6290
C 13.2825 12.6035 8.5671
C 12.4403 12.5747 6.1361
O 11.4261 11.9593 5.4326
C 13.7461 12.0124 5.6609
F 13.8961 10.7687 6.1059
F 13.7490 11.9939 4.3377
F 14.8134 12.7634 6.0285
C 12.3252 14.0912 5.8689
F 11.0869 14.5196 6.3126
F 12.4445 14.4711 4.6001
F 13.1878 14.8059 6.6045
H 14.6299 11.9718 11.3881
H 13.9613 13.5765 11.4886
H 15.1982 13.1636 10.2670
H 11.6409 12.4173 11.5465
H 9.7150 12.1077 10.0036
H 9.3677 14.1011 8.5727
H 7.1532 15.1592 8.8418
H 4.7250 14.8106 9.1398
H 4.0894 13.2490 8.9204
H 4.1252 14.3779 7.5209
H 5.2542 11.8093 7.1340
H 14.2613 12.8022 8.1373
N 13.6007 5.9961 6.6983
C 12.3782 5.2679 7.1776
P 11.0343 6.5366 7.3727
O 9.8308 5.8354 7.8630
O 11.6320 7.6947 8.1285
C 10.6508 7.0287 5.6868
N 9.1921 7.2864 5.6857
H 13.7769 6.7262 7.4410
H 10.6463 11.9781 6.0386
H 14.3960 5.3317 6.6598
H 12.5375 4.8090 8.1510
H 12.0454 4.5596 6.4481
H 11.0047 6.2098 5.0244
H 11.1483 7.9512 5.3930
H 8.4893 8.7019 6.3691
H 8.7555 6.5522 6.1891
H 8.8478 7.3590 4.7399

Cartesian forces (eV/Å) of the 6 atoms listed first:
Ag -0.03 0.22 -0.09
C -0.30 0.43 -0.52
C -1.83 0.42 1.34
C -0.20 -0.01 -0.27
C 1.86 0.28 0.45
C -0.22 -0.72 0.75

=====

Question: Which formula does entry 2 have?
Answer: C22H22AgF12N3O4P

=====

Please write out number 1 again, unchanged.
Here is a molecular structure, C22H21N5O2Os from the OMol25 dataset. Energies are from ωB97M-V with the def2-TZVPD basis set.

HOMO-LUMO gap (spin up / spin down) = 5.90 / 6.79 eV
⟨S²⟩ = 6.04
Spin multiplicity = 5

Atoms and positions in Å:
Os 0.0199 0.2105 0.6644
O 2.6894 3.3620 0.6086
C 2.0748 2.3109 0.7190
N 0.7443 2.0892 0.6300
C -0.2283 3.1099 0.4311
C 0.0434 4.4694 0.3611
C -1.0047 5.3666 0.1949
C -2.3078 4.9115 0.0979
C -2.5892 3.5518 0.1657
C -1.5498 2.6465 0.3344
N -1.7033 1.2330 0.4599
C -2.9061 0.6082 0.4900
O -4.0150 1.0755 0.2794
C -2.7857 -0.8410 0.9064
C -3.8880 -1.6781 0.8430
C -3.7381 -2.9993 1.2184
C -2.4919 -3.4437 1.6453
C -1.4427 -2.5478 1.6730
N -1.5931 -1.2686 1.3224
C 2.8367 1.0365 1.0069
C 4.2208 1.0424 1.0424
C 4.8833 -0.1438 1.2932
C 4.1446 -1.3039 1.4975
C 2.7691 -1.2348 1.4298
N 2.1311 -0.0824 1.2012
H 1.0617 4.8120 0.4319
H -0.7905 6.4260 0.1380
H -3.1219 5.6124 -0.0349
H -3.6004 3.1926 0.0837
H -4.8237 -1.2631 0.4962
H -4.5775 -3.6811 1.1757
H -2.3308 -4.4688 1.9485
H -0.4494 -2.8491 1.9791
H 4.7277 1.9807 0.8681
H 5.9647 -0.1723 1.3228
H 4.6240 -2.2523 1.6955
H 2.1468 -2.1112 1.5485
C 1.4648 -0.9360 -2.7674
C 0.4608 -1.7406 -1.9363
C -0.9194 -1.7224 -2.6021
C 0.9464 -3.1853 -1.7839
N 0.3422 -1.1293 -0.6415
H 1.6199 -1.3983 -3.7457
H 2.4264 -0.8871 -2.2514
H 1.1036 0.0830 -2.9149
H -0.8859 -2.2174 -3.5759
H -1.2593 -0.6950 -2.7436
H -1.6476 -2.2414 -1.9744
H 1.0400 -3.6678 -2.7590
H 0.2418 -3.7604 -1.1793
H 1.9222 -3.2077 -1.2935

Cartesian forces (eV/Å) of the 6 atoms listed first:
Os 0.46 0.10 0.44
O 0.01 0.03 -0.02
C 0.08 -0.10 0.08
N -0.15 0.34 0.09
C 0.30 -0.22 0.05
C -0.03 0.10 -0.04

=====

Please write out number 1 again, unchanged.
Here is a molecular structure, C22H21N5O2Os from the OMol25 dataset. Energies are from ωB97M-V with the def2-TZVPD basis set.

HOMO-LUMO gap (spin up / spin down) = 5.90 / 6.79 eV
⟨S²⟩ = 6.04
Spin multiplicity = 5

Atoms and positions in Å:
Os 0.0199 0.2105 0.6644
O 2.6894 3.3620 0.6086
C 2.0748 2.3109 0.7190
N 0.7443 2.0892 0.6300
C -0.2283 3.1099 0.4311
C 0.0434 4.4694 0.3611
C -1.0047 5.3666 0.1949
C -2.3078 4.9115 0.0979
C -2.5892 3.5518 0.1657
C -1.5498 2.6465 0.3344
N -1.7033 1.2330 0.4599
C -2.9061 0.6082 0.4900
O -4.0150 1.0755 0.2794
C -2.7857 -0.8410 0.9064
C -3.8880 -1.6781 0.8430
C -3.7381 -2.9993 1.2184
C -2.4919 -3.4437 1.6453
C -1.4427 -2.5478 1.6730
N -1.5931 -1.2686 1.3224
C 2.8367 1.0365 1.0069
C 4.2208 1.0424 1.0424
C 4.8833 -0.1438 1.2932
C 4.1446 -1.3039 1.4975
C 2.7691 -1.2348 1.4298
N 2.1311 -0.0824 1.2012
H 1.0617 4.8120 0.4319
H -0.7905 6.4260 0.1380
H -3.1219 5.6124 -0.0349
H -3.6004 3.1926 0.0837
H -4.8237 -1.2631 0.4962
H -4.5775 -3.6811 1.1757
H -2.3308 -4.4688 1.9485
H -0.4494 -2.8491 1.9791
H 4.7277 1.9807 0.8681
H 5.9647 -0.1723 1.3228
H 4.6240 -2.2523 1.6955
H 2.1468 -2.1112 1.5485
C 1.4648 -0.9360 -2.7674
C 0.4608 -1.7406 -1.9363
C -0.9194 -1.7224 -2.6021
C 0.9464 -3.1853 -1.7839
N 0.3422 -1.1293 -0.6415
H 1.6199 -1.3983 -3.7457
H 2.4264 -0.8871 -2.2514
H 1.1036 0.0830 -2.9149
H -0.8859 -2.2174 -3.5759
H -1.2593 -0.6950 -2.7436
H -1.6476 -2.2414 -1.9744
H 1.0400 -3.6678 -2.7590
H 0.2418 -3.7604 -1.1793
H 1.9222 -3.2077 -1.2935

Cartesian forces (eV/Å) of the 6 atoms listed first:
Os 0.46 0.10 0.44
O 0.01 0.03 -0.02
C 0.08 -0.10 0.08
N -0.15 0.34 0.09
C 0.30 -0.22 0.05
C -0.03 0.10 -0.04